Molecular formula: C39H92CdN4O11
Method: DFT, ωB97M-V with the def2-TZVPD basis set

XYZ file:
```
147
C39H92CdN4O11 (ωB97M-V with the def2-TZVPD basis set)
Cd 1.40 1.24 0.57
C -0.87 0.28 1.58
O -0.01 -0.44 0.97
O -2.04 -0.16 1.75
O -0.55 1.53 1.67
C 2.11 6.94 -0.14
C 0.91 6.94 0.82
C -0.01 8.09 0.47
O 0.39 5.61 0.77
H 2.64 7.88 -0.14
H 1.80 6.73 -1.13
H 2.78 6.12 0.12
H 1.35 7.10 1.81
H -0.81 8.27 1.19
H -0.54 7.95 -0.46
H 0.59 9.01 0.46
H -0.01 5.33 1.59
C -3.11 -1.28 6.41
C -2.86 -1.16 4.85
C -4.09 -1.65 4.05
O -2.62 0.25 4.58
H -4.14 -0.84 6.69
H -2.25 -0.90 6.98
H -2.99 -2.34 6.59
H -2.06 -1.81 4.56
H -4.88 -1.04 4.38
H -4.42 -2.66 4.44
H -3.97 -1.65 2.95
H -2.38 0.23 3.60
C -2.92 4.45 1.46
C -2.60 4.48 2.97
C -3.70 3.75 3.70
O -1.26 3.88 3.10
H -4.01 4.56 1.37
H -2.56 3.53 1.05
H -2.42 5.20 0.89
H -2.43 5.56 3.19
H -3.56 2.64 3.53
H -4.57 4.07 3.09
H -3.90 4.04 4.73
H -1.26 3.03 2.69
C 1.85 -4.82 1.69
C 1.69 -3.52 2.26
C 2.80 -3.29 3.25
O 1.81 -2.42 1.31
H 1.66 -5.59 2.49
H 2.86 -4.98 1.28
H 1.13 -4.95 0.91
H 0.74 -3.41 2.75
H 3.74 -3.16 2.64
H 2.77 -4.18 3.87
H 2.74 -2.40 3.85
H 0.97 -1.84 1.19
C -5.59 1.24 -2.46
C -5.93 0.35 -1.17
C -7.19 -0.48 -1.39
C -6.84 -1.61 -2.43
C -5.69 -2.46 -1.87
C -4.35 -1.70 -1.65
N -4.73 -0.52 -0.78
O -3.56 0.34 -0.77
C -3.45 -2.57 -0.80
C -3.66 -1.46 -3.03
C -6.05 1.37 0.06
H -5.47 0.60 -3.35
H -4.66 1.74 -2.25
H -6.39 1.99 -2.72
H -7.62 -0.93 -0.47
H -8.01 0.10 -1.79
H -6.51 -1.06 -3.39
H -7.60 -2.31 -2.76
H -5.66 -3.37 -2.53
H -5.90 -2.89 -0.92
H -3.00 -3.44 -1.38
H -2.64 -1.96 -0.41
H -4.04 -2.93 0.04
H -3.40 -2.47 -3.43
H -4.22 -0.84 -3.74
H -2.76 -0.92 -2.84
H -5.93 0.95 1.06
H -6.99 1.88 -0.07
H -5.24 2.08 0.00
H -3.22 0.23 0.10
C 2.47 -2.91 -4.00
C 3.05 -3.92 -3.09
C 3.90 -5.03 -3.77
C 5.16 -4.59 -4.38
C 6.01 -4.13 -3.18
C 5.32 -2.98 -2.43
N 3.99 -3.45 -2.03
O 3.27 -2.34 -1.33
C 6.15 -2.71 -1.12
C 5.36 -1.71 -3.23
C 1.80 -4.57 -2.36
H 1.88 -2.17 -3.54
H 1.90 -3.36 -4.85
H 3.31 -2.53 -4.57
H 4.13 -5.70 -2.95
H 3.31 -5.49 -4.60
H 5.01 -3.82 -5.17
H 5.70 -5.50 -4.82
H 6.95 -3.83 -3.53
H 6.09 -4.96 -2.51
H 5.77 -1.75 -0.65
H 6.08 -3.60 -0.54
H 7.17 -2.62 -1.52
H 6.17 -1.10 -3.06
H 5.39 -1.83 -4.30
H 4.51 -1.06 -2.99
H 2.30 -5.20 -1.68
H 1.07 -5.24 -2.91
H 1.29 -3.76 -1.92
H 3.04 -2.69 -0.43
C 2.38 2.99 -2.83
C 0.99 2.90 -2.29
C 0.29 1.58 -2.61
O 0.64 0.57 -1.68
C 0.06 -0.72 -2.01
N 0.94 3.07 -0.86
H 2.90 2.08 -2.41
H 3.03 3.76 -2.39
H 2.44 2.99 -3.87
H 0.39 3.78 -2.71
H 0.61 1.32 -3.63
H -0.78 1.72 -2.55
H -0.08 -0.80 -3.10
H -0.88 -0.87 -1.38
H 0.88 -1.37 -1.67
H 1.64 3.76 -0.45
H -0.04 3.32 -0.50
C 4.51 2.12 1.33
C 4.11 0.72 1.75
C 3.27 0.67 3.05
O 2.12 1.56 2.98
C 1.26 1.29 4.11
N 3.27 0.17 0.66
H 4.88 2.09 0.28
H 5.30 2.45 1.99
H 3.81 2.82 1.47
H 4.97 0.07 1.85
H 3.93 0.86 3.87
H 2.84 -0.32 3.29
H 0.99 0.28 3.92
H 0.35 1.86 4.02
H 1.84 1.48 5.01
H 3.82 -0.01 -0.17
H 3.08 -0.80 0.94
```

Computed properties:
E_LUMO   0.14 eV
Frontier orbital gap   8.0486 eV
HOMO level   -7.91 eV

Molecular formula: C39H95N6O13P
Method: DFT, ωB97M-V with the def2-TZVPD basis set

XYZ file:
```
154
C39H95N6O13P (ωB97M-V with the def2-TZVPD basis set)
C -1.91 4.21 -3.80
C -2.75 2.92 -3.84
O -4.03 3.22 -3.24
P -4.93 1.92 -2.88
O -6.25 2.06 -3.45
C -4.20 0.37 -3.53
C -5.02 -0.82 -3.03
C -4.19 -2.13 -3.05
C -3.54 -2.36 -4.42
C -2.67 -3.62 -4.48
O -2.10 -3.75 -5.79
C -1.02 -2.96 -5.91
O -0.90 -2.17 -6.75
C -3.05 -1.88 -2.01
C -2.67 -3.09 -1.13
C -3.12 -2.75 0.32
C -1.11 -3.26 -1.07
O -5.07 -3.19 -2.62
C -5.74 -3.81 -3.62
O -5.65 -4.95 -3.74
O -5.08 1.87 -1.28
C -3.88 2.22 -0.57
C -4.16 2.02 0.94
H -2.35 4.86 -3.04
H -0.88 4.00 -3.55
H -1.97 4.77 -4.73
H -2.91 2.64 -4.88
H -2.18 2.18 -3.29
H -3.15 0.35 -3.22
H -4.23 0.44 -4.61
H -5.91 -0.89 -3.65
H -5.38 -0.69 -2.01
H -4.24 -2.30 -5.26
H -2.85 -1.53 -4.57
H -3.18 -4.51 -4.15
H -1.84 -3.46 -3.78
H -0.20 -3.07 -5.17
H -2.15 -1.63 -2.58
H -3.29 -1.00 -1.43
H -3.05 -4.05 -1.49
H -2.59 -1.83 0.58
H -2.84 -3.55 1.01
H -4.19 -2.55 0.32
H -0.58 -2.40 -1.47
H -0.80 -4.13 -1.66
H -0.82 -3.49 -0.05
H -6.39 -3.26 -4.31
H -3.02 1.57 -0.80
H -3.55 3.24 -0.74
H -3.41 1.36 1.38
H -4.15 2.97 1.46
H -5.13 1.53 1.05
C 4.31 -4.32 1.89
C 3.21 -4.78 0.94
C 2.42 -3.63 0.30
O 1.46 -3.04 1.15
C 1.96 -2.04 2.03
N 2.33 -5.72 1.64
H 3.91 -3.96 2.84
H 4.99 -5.15 2.11
H 4.90 -3.52 1.44
H 3.70 -5.32 0.12
H 1.85 -4.04 -0.54
H 3.09 -2.86 -0.12
H 2.75 -1.45 1.56
H 2.31 -2.48 2.96
H 1.13 -1.37 2.27
H 1.66 -6.09 0.98
H 1.77 -5.17 2.28
C -2.27 -9.06 2.51
C -1.28 -7.96 2.87
C -1.75 -6.54 2.55
O -1.65 -6.19 1.18
C -2.74 -6.56 0.36
N 0.00 -8.23 2.21
H -2.32 -9.23 1.43
H -1.98 -10.00 2.97
H -3.28 -8.81 2.86
H -1.13 -8.01 3.95
H -1.09 -5.85 3.07
H -2.77 -6.34 2.92
H -3.70 -6.48 0.88
H -2.61 -7.57 -0.04
H -2.75 -5.87 -0.49
H 0.67 -7.53 2.54
H -0.11 -8.01 1.23
C -2.04 5.11 2.38
C -0.75 5.20 1.57
C -0.33 6.64 1.24
O -1.07 7.24 0.19
C -2.30 7.81 0.57
N -0.90 4.39 0.35
H -2.93 5.32 1.77
H -2.16 4.10 2.78
H -2.02 5.81 3.22
H 0.04 4.76 2.17
H 0.70 6.62 0.90
H -0.35 7.27 2.14
H -2.26 8.25 1.57
H -3.11 7.07 0.52
H -2.54 8.61 -0.14
H -0.01 4.38 -0.14
H -1.51 4.90 -0.28
C 1.11 7.80 4.71
C 0.31 6.63 5.28
C 0.48 6.45 6.79
O 1.69 5.83 7.18
C 2.80 6.71 7.27
N 0.65 5.41 4.54
H 2.18 7.57 4.65
H 0.78 8.04 3.70
H 0.98 8.69 5.32
H -0.75 6.84 5.09
H -0.31 5.77 7.14
H 0.34 7.40 7.33
H 2.51 7.70 7.64
H 3.31 6.80 6.31
H 3.51 6.27 7.98
H 0.05 4.65 4.86
H 1.58 5.13 4.85
C 7.93 -0.64 2.07
C 6.99 -1.76 2.50
C 5.91 -2.10 1.47
O 4.83 -1.18 1.42
C 5.07 -0.02 0.63
N 6.42 -1.42 3.81
H 7.46 0.34 2.12
H 8.81 -0.62 2.71
H 8.28 -0.80 1.04
H 7.60 -2.66 2.63
H 5.46 -3.06 1.75
H 6.34 -2.23 0.47
H 5.68 -0.25 -0.24
H 5.54 0.76 1.23
H 4.10 0.36 0.30
H 5.86 -2.20 4.14
H 5.73 -0.69 3.65
C 4.01 1.01 -5.38
C 2.91 0.55 -4.43
C 1.64 1.41 -4.50
O 1.73 2.66 -3.83
C 2.34 3.70 -4.58
N 3.46 0.46 -3.08
H 4.51 1.91 -5.03
H 4.77 0.24 -5.48
H 3.61 1.22 -6.38
H 2.62 -0.46 -4.74
H 0.84 0.87 -3.99
H 1.32 1.56 -5.54
H 2.10 3.61 -5.65
H 3.42 3.70 -4.44
H 1.96 4.65 -4.21
H 2.76 0.06 -2.46
H 3.58 1.41 -2.73
```

Computed properties:
E_LUMO   0.08 eV
Frontier orbital gap   9.2534 eV
HOMO level   -9.17 eV

Molecular formula: C39H96N8O3
Method: DFT, ωB97M-V with the def2-TZVPD basis set

XYZ file:
```
146
C39H96N8O3 (ωB97M-V with the def2-TZVPD basis set)
C -0.10 -13.61 -0.18
C 0.06 -14.95 -0.84
N 1.44 -15.40 -0.97
C 1.94 -15.81 0.35
C 3.46 -15.79 0.45
C 1.46 -16.57 -1.85
C 1.24 -16.25 -3.32
H 0.03 -13.63 0.91
H -1.10 -13.20 -0.33
H 0.65 -12.92 -0.57
H -0.49 -15.73 -0.26
H -0.38 -14.88 -1.83
H 1.53 -15.15 1.12
H 1.55 -16.82 0.56
H 3.93 -16.51 -0.22
H 3.83 -14.80 0.19
H 3.74 -15.94 1.50
H 0.73 -17.29 -1.44
H 2.43 -17.06 -1.74
H 1.62 -17.03 -3.97
H 1.74 -15.31 -3.55
H 0.17 -16.12 -3.52
C -0.06 -21.03 2.09
C -0.28 -20.15 3.29
N -0.02 -20.83 4.55
C -0.71 -20.15 5.64
C -2.18 -20.55 5.70
C 1.42 -20.86 4.80
C 1.83 -21.87 5.86
H -0.70 -21.92 2.16
H 0.96 -21.39 1.99
H -0.36 -20.52 1.17
H 0.28 -19.19 3.24
H -1.32 -19.82 3.26
H -0.25 -20.41 6.60
H -0.62 -19.05 5.57
H -2.62 -20.25 6.66
H -2.82 -20.11 4.93
H -2.26 -21.64 5.64
H 1.79 -19.85 5.06
H 1.93 -21.13 3.87
H 2.92 -21.91 5.94
H 1.50 -22.87 5.55
H 1.41 -21.66 6.84
C -6.41 -14.81 2.97
C -5.52 -13.81 3.68
N -5.72 -12.43 3.24
C -4.89 -11.52 4.02
C -5.34 -10.06 3.94
C -5.51 -12.25 1.81
C -4.21 -12.82 1.23
H -6.32 -14.77 1.89
H -7.45 -14.66 3.25
H -6.15 -15.83 3.25
H -5.77 -13.83 4.75
H -4.47 -14.13 3.62
H -5.00 -11.78 5.08
H -3.81 -11.56 3.86
H -5.17 -9.63 2.95
H -6.41 -9.99 4.16
H -4.78 -9.47 4.66
H -5.54 -11.19 1.59
H -6.36 -12.67 1.27
H -4.12 -13.90 1.32
H -3.33 -12.36 1.69
H -4.19 -12.60 0.15
C -1.59 -18.97 -2.54
C -2.07 -18.61 -1.13
N -3.50 -18.31 -1.05
C -4.39 -19.42 -1.36
C -4.07 -20.68 -0.58
C -3.86 -17.07 -1.69
C -5.21 -16.52 -1.24
H -2.03 -18.35 -3.32
H -1.83 -20.01 -2.75
H -0.51 -18.87 -2.61
H -1.82 -19.43 -0.45
H -1.56 -17.70 -0.80
H -4.45 -19.64 -2.44
H -5.40 -19.11 -1.06
H -4.79 -21.46 -0.84
H -4.11 -20.50 0.50
H -3.08 -21.07 -0.81
H -3.11 -16.31 -1.43
H -3.85 -17.12 -2.80
H -5.28 -16.57 -0.15
H -5.33 -15.47 -1.50
H -6.06 -17.07 -1.64
C -1.65 -13.35 4.50
C -0.62 -14.12 5.31
N 0.42 -14.75 4.51
C 1.29 -13.80 3.83
C 2.27 -13.02 4.71
C 1.16 -15.70 5.33
C 2.18 -16.50 4.54
H -1.18 -12.77 3.71
H -2.21 -12.66 5.13
H -2.35 -14.01 3.98
H -0.18 -13.45 6.07
H -1.17 -14.90 5.83
H 1.83 -14.33 3.04
H 0.70 -13.07 3.29
H 1.81 -12.69 5.64
H 3.17 -13.60 4.95
H 2.65 -12.15 4.19
H 0.45 -16.38 5.80
H 1.65 -15.20 6.19
H 3.06 -15.90 4.27
H 1.77 -16.89 3.60
H 2.58 -17.31 5.14
C -8.00 -19.43 6.81
O -8.55 -19.62 5.75
N -6.80 -18.83 6.97
C -6.21 -18.63 8.27
C -6.07 -18.30 5.83
H -8.44 -19.72 7.78
H -5.90 -17.59 8.38
H -5.35 -19.27 8.45
H -6.93 -18.86 9.05
H -6.62 -18.36 4.90
H -5.86 -17.24 6.00
H -5.11 -18.81 5.72
C -3.88 -18.06 2.42
O -4.33 -18.90 3.18
N -2.99 -17.10 2.77
C -2.55 -16.12 1.83
C -2.37 -17.08 4.07
H -4.17 -17.94 1.37
H -2.52 -15.13 2.28
H -3.13 -16.12 0.91
H -1.51 -16.33 1.53
H -2.69 -16.24 4.69
H -2.63 -18.03 4.53
H -1.29 -16.99 3.96
C -7.98 -22.33 3.57
O -8.73 -22.88 2.79
N -6.65 -22.18 3.41
C -5.81 -21.82 4.53
C -5.98 -22.79 2.29
H -8.36 -21.84 4.49
H -4.99 -21.21 4.16
H -5.42 -22.72 5.04
H -6.37 -21.27 5.29
H -5.28 -22.08 1.85
H -5.43 -23.69 2.60
H -6.71 -23.08 1.54
```

Computed properties:
E_LUMO   0.47 eV
SMILES string   CCN(CC)CC.CCN(CC)CC.CCN(CC)CC.CCN(CC)CC.CCN(CC)CC.CN(C)C=O.CN(C)C=O.CN(C)C=O
Frontier orbital gap   8.9419 eV
HOMO level   -8.48 eV
Energy relative to the best compared isomer or geometry (same formula, charge and spin)   0.00 kJ/mol